Record 1
The following is a quantum chemistry calculation of 3 unconnected molecules or ions with the total composition CH8N4S in a non-equilibrium geometry, from OMol25.

The spin multiplicity is 3. Its expectation value of S² is 2.0257. The value obtained for the highest occupied orbital energy (spin up / spin down) is -17.486 / -18.608 eV. The net charge is +2. The lowest unoccupied orbital energy (spin up / spin down) comes out at -9.4 / -13.3 eV.

The geometry in XYZ format:
```
14
Properties=species:S:1:pos:R:3:lowdin_charge:R:1
C 0.59292 -0.03389 0.81506 0.0429
N 1.19233 0.41597 -0.24903 0.0987
N -0.77107 -0.27680 0.71650 -0.0393
N 2.48563 0.57631 -0.57749 0.3238
N -1.46649 0.13037 -0.38090 -0.5638
S -3.02468 0.45570 -0.06779 1.0478
H -0.92777 -1.81561 -1.07643 0.0993
H 1.06038 -0.09999 1.79317 0.1882
H 0.55943 0.48739 -1.09755 0.2131
H -1.23225 -0.58396 1.57980 0.1706
H 2.79314 0.65709 -1.54783 0.1991
H 3.22194 0.64901 0.06033 0.1568
H -1.49005 -1.20296 -1.32289 0.0651
H -2.99344 0.64136 1.35505 -0.0024
```

Record 2
The following is a quantum chemistry calculation of a molecular structure, C21H30Cl3N2OSeSi3Sm in a non-equilibrium geometry, from OMol25.

The spin multiplicity is 6. Its expectation value of S² is 8.7635. The value obtained for the highest occupied orbital energy (spin up / spin down) is -8.197 / -8.175 eV. The net charge is 0. The lowest unoccupied orbital energy (spin up / spin down) comes out at -1.2 / -0.6 eV.

The geometry in XYZ format:
```
62
Properties=species:S:1:pos:R:3:lowdin_charge:R:1
Sm -1.34137 -0.56618 -0.47885 1.4378
C 0.56422 -1.69576 2.02209 -0.1845
Si 1.54659 -0.27627 1.26917 0.3800
C 3.38570 -0.47618 1.85815 -0.1562
C 0.88953 1.34407 2.02932 -0.1598
C 1.29552 -0.29183 -0.56571 -0.6028
Si 1.99455 -1.73454 -1.49331 0.4020
C 0.88918 -2.46318 -2.86421 -0.1943
C 3.60474 -1.18040 -2.43652 -0.1646
C 2.47117 -3.17950 -0.32060 -0.1743
Si 1.60460 1.28640 -1.45116 0.4337
C 3.07153 2.28446 -0.88616 -0.1732
C 1.68934 1.41437 -3.38232 -0.1459
C 0.03474 2.31674 -1.09955 -0.3231
C 0.16153 3.64567 -0.72949 -0.0632
C -0.96255 4.49177 -0.68589 -0.0170
C -2.21208 3.98422 -1.08428 -0.0475
C -2.28859 2.63259 -1.26844 -0.1389
N -1.21340 1.79273 -1.25342 -0.0897
H -0.10555 -1.33866 2.80218 -0.0129
H 1.29271 -2.41897 2.40294 0.0471
H -0.07615 -2.18804 1.26671 0.0018
H 3.36037 -0.75756 2.90936 0.0297
H 3.89535 0.46133 1.75975 0.0099
H 3.94399 -1.23578 1.32324 0.0149
H 1.41082 1.52401 2.96371 0.0360
H -0.17946 1.36030 2.16830 0.0102
H 1.06097 2.23002 1.40872 0.0021
H 0.95445 -1.84553 -3.77188 0.0223
H -0.14736 -2.54882 -2.50398 -0.0383
H 1.19987 -3.50008 -3.07541 0.0437
H 3.38732 -1.08599 -3.50242 0.0242
H 4.36934 -1.92141 -2.29925 0.0162
H 3.94039 -0.23092 -2.05391 -0.0112
H 1.58399 -3.81058 -0.16617 -0.0024
H 2.83068 -2.76039 0.61498 -0.0178
H 3.25882 -3.83246 -0.74153 0.0428
H 3.99190 1.74076 -1.06185 0.0321
H 3.04472 2.57910 0.16276 0.0339
H 3.15441 3.15819 -1.51263 0.0313
H 2.73460 1.35533 -3.69529 0.0319
H 1.22430 2.32913 -3.71768 0.0239
H 1.14277 0.60655 -3.87465 0.0206
H 1.21782 4.02656 -0.54163 0.1237
H -0.89745 5.48362 -0.30496 0.1020
H -3.15748 4.51617 -1.07733 0.1136
H -3.21827 2.13265 -1.53698 0.0920
Cl -7.45283 -0.44568 3.92531 0.7364
C -5.94046 -0.49363 3.21791 -0.7226
C -5.77840 -0.61158 1.81852 -0.1204
C -4.55065 -0.46942 1.20407 -0.5521
Cl -4.48118 -0.44082 -0.54937 0.6360
C -3.39726 -0.38351 2.02024 -0.3969
O -2.15647 -0.27889 1.47683 -0.3867
C -3.53179 -0.40046 3.41546 -0.5971
Cl -2.15243 -0.44729 4.42182 0.7688
C -4.78599 -0.38386 4.01448 -0.1171
H -6.70326 -0.67725 1.24350 0.1102
H -4.84454 -0.36161 5.10101 0.1086
Se -2.87654 -3.06949 -0.81018 0.4818
C -1.35440 -4.10819 -0.96908 -0.8498
N -0.39661 -4.78608 -1.05441 0.0590
```

Record 3
The following is a quantum chemistry calculation of a gas-phase ion, C5H14N4O (charge +2) in a non-equilibrium geometry, from OMol25.

The value obtained for the highest occupied orbital energy is -15.609 eV. The net charge is +2. The lowest unoccupied orbital energy comes out at -7.8 eV.

The geometry in XYZ format:
```
24
Properties=species:S:1:pos:R:3:lowdin_charge:R:1
C -2.00751 1.25587 0.28176 -0.0261
N -0.77001 0.51541 0.27128 -0.1243
C -0.64469 -0.85009 -0.09676 -0.1231
N -1.81895 -1.70795 -0.11240 0.2814
C 0.68567 -0.98789 -0.48532 -0.1248
N 1.37551 -2.19839 -0.97855 0.2325
C 1.42618 0.32462 -0.26847 -0.3017
O 1.89263 0.62054 -1.58206 0.0362
N 0.41044 1.24447 0.22943 -0.1014
C 0.76754 2.04466 1.43039 0.0074
H -1.68332 2.41677 0.14332 0.1686
H -2.69892 1.02295 -0.53596 0.0896
H -2.64665 1.24298 1.18069 0.0991
H -2.78271 -1.22888 0.12757 0.2363
H -1.75215 -2.39188 0.71118 0.2289
H -1.90330 -2.17388 -1.01145 0.1826
H 0.81383 -2.80933 -1.56123 0.1641
H 1.71002 -2.86226 -0.15889 0.2409
H 2.06150 -1.57779 -1.53584 0.2066
H 2.31945 0.27824 0.44453 0.1882
H 2.73728 1.05667 -1.53411 0.1093
H 0.58896 1.49399 2.39326 0.1151
H 1.81591 2.32524 1.18388 0.1130
H 0.10330 2.94594 1.46376 0.1015
```

Record 4
The following is a quantum chemistry calculation of 9 unconnected molecules or ions with the total composition C2H20NO10 in a non-equilibrium geometry, from OMol25.

The value obtained for the highest occupied orbital energy is -5.630 eV. The net charge is -1. The lowest unoccupied orbital energy comes out at 3.2 eV.

The geometry in XYZ format:
```
33
Properties=species:S:1:pos:R:3:lowdin_charge:R:1
O 1.05314 -2.83093 0.46666 0.0186
C 0.41241 -1.99256 -0.12341 -0.7059
O -0.53473 -1.29093 0.26361 -0.0640
C 0.84504 -1.74058 -1.56953 -0.2142
N 1.30409 -0.38412 -1.63132 0.0086
H 1.66220 -2.52547 -1.91348 0.1337
H 0.03134 -1.84064 -2.25648 0.0822
H 1.25044 0.13136 -2.52532 0.0575
H 2.14986 -0.26774 -1.12213 0.0634
H 0.35374 1.90391 -3.92623 -0.0122
H 0.60774 2.68916 -2.67811 -0.0078
O 1.04051 2.02728 -3.32634 -0.0997
H -2.65563 -0.22827 1.56889 0.0359
H -1.55021 -1.22112 1.66872 0.0204
O -2.32694 -0.88665 2.20200 -0.0969
H 0.40674 -0.13204 3.24779 0.0690
H -1.10005 0.37680 2.80441 -0.0325
O -0.23062 0.64888 3.00060 -0.0967
H 0.71043 3.84297 -1.09753 0.1361
H -0.52308 3.14796 -1.04353 -0.0195
O -0.10491 3.67890 -1.72726 -0.0821
H 1.18537 -2.05949 2.09429 0.0062
H 1.93985 -1.02065 2.75680 -0.0076
O 1.29096 -1.62125 2.94804 -0.0161
H 1.34290 1.01011 0.19628 -0.0099
H 0.87797 0.99372 1.73284 -0.0658
O 1.41888 1.38120 1.07398 -0.0584
H -2.44850 -1.52905 -2.20591 -0.0145
H -1.66471 -1.01637 -0.93714 0.0243
O -2.26965 -0.75198 -1.73014 -0.0982
H -1.72841 1.44671 -0.55545 -0.0018
H -0.81575 1.50735 0.52771 0.0846
O -1.42483 2.13028 -0.01609 -0.0366
```

Record 5
The following is a quantum chemistry calculation of a single C2H2OS molecule in a non-equilibrium geometry, from OMol25.

The value obtained for the highest occupied orbital energy is -9.393 eV. The net charge is 0. The lowest unoccupied orbital energy comes out at -1.5 eV.

The geometry in XYZ format:
```
6
Properties=species:S:1:pos:R:3:lowdin_charge:R:1
O -1.83592 -0.01486 -0.16083 0.0638
C -0.73882 0.42975 0.00248 -0.3180
C 0.55086 -0.43408 -0.03479 -0.6198
S 2.08404 0.06773 -0.10949 0.7050
H -0.58218 1.50519 0.21441 0.1130
H 0.52203 -1.55372 0.08822 0.0560
```